Entry from the OMol25 dataset: a cluster of 12 separate species, C46H67N5O21 in total (wB97M-V/def2-TZVPD).

Each line ends with the Löwdin charge.
Geometry (Å):
C  1.915  3.409  1.642  0.011
O  0.938  2.777  2.494  -0.026
C  0.031  3.527  3.064  -0.594
O  -0.290  4.653  2.737  0.120
O  -0.821  2.848  3.882  -0.022
C  -0.520  1.456  4.246  -0.001
H  2.210  4.295  2.095  0.087
H  1.420  3.638  0.699  0.099
H  2.749  2.705  1.532  0.083
H  -0.788  0.796  3.444  0.075
H  -1.112  1.244  5.105  0.088
H  0.513  1.341  4.555  0.076
C  -4.565  -2.303  2.438  -0.035
O  -5.112  -1.581  1.355  0.011
C  -4.780  -2.024  0.144  -0.605
O  -4.145  -3.051  -0.100  0.068
O  -5.125  -1.112  -0.738  -0.007
C  -4.926  -1.597  -2.105  -0.003
H  -4.981  -3.306  2.490  0.102
H  -4.757  -1.700  3.272  0.076
H  -3.461  -2.376  2.355  0.103
H  -5.702  -1.010  -2.657  0.113
H  -5.083  -2.704  -2.119  0.110
H  -3.914  -1.434  -2.389  0.061
C  -2.680  1.238  -0.027  -0.021
O  -3.344  2.369  0.539  0.001
C  -3.542  2.373  1.885  -0.604
O  -3.372  1.436  2.608  0.122
O  -3.791  3.608  2.236  0.004
C  -4.013  3.818  3.606  -0.037
H  -2.405  0.571  0.747  0.068
H  -1.847  1.621  -0.572  0.072
H  -3.309  0.721  -0.752  0.079
H  -4.599  4.749  3.658  0.101
H  -3.014  3.935  4.066  0.095
H  -4.595  2.941  3.987  0.112
C  1.277  3.140  -3.262  -0.034
O  0.485  3.305  -2.069  -0.055
C  -0.299  4.403  -2.056  -0.615
O  -0.170  5.375  -2.769  0.107
O  -1.188  4.181  -1.098  0.000
C  -1.947  5.305  -0.686  -0.018
H  0.749  2.277  -3.795  0.108
H  2.221  2.767  -2.881  0.061
H  1.375  4.005  -3.895  0.087
H  -2.972  5.055  -0.674  0.078
H  -1.741  6.202  -1.236  0.089
H  -1.651  5.450  0.366  0.100
C  3.036  5.531  -1.482  -0.002
O  4.086  5.013  -0.639  0.019
C  4.355  3.738  -0.732  -0.688
O  4.087  3.033  -1.630  0.147
O  5.074  3.403  0.321  0.019
C  5.353  2.034  0.507  -0.043
H  3.195  5.368  -2.554  0.107
H  3.040  6.589  -1.196  0.104
H  2.045  5.214  -1.112  0.085
H  5.211  1.759  1.523  0.063
H  6.410  1.791  0.206  0.119
H  4.700  1.414  -0.078  0.078
C  1.222  -4.147  1.858  -0.002
O  0.141  -3.867  2.809  0.004
C  0.486  -3.255  3.911  -0.634
O  1.605  -2.897  4.182  0.112
O  -0.648  -3.122  4.651  0.019
C  -0.365  -2.358  5.786  -0.076
H  0.846  -4.018  0.825  0.073
H  1.504  -5.194  1.971  0.101
H  2.120  -3.550  2.061  0.090
H  -1.292  -2.156  6.279  0.086
H  0.050  -1.359  5.543  0.098
H  0.269  -2.812  6.537  0.099
C  4.334  -0.956  3.763  -0.040
O  3.604  -0.303  4.796  0.009
C  3.412  0.984  4.619  -0.561
O  3.626  1.616  3.625  0.113
O  2.881  1.499  5.831  -0.048
C  2.731  2.937  5.883  -0.025
H  5.394  -0.609  3.664  0.111
H  3.942  -0.762  2.785  0.068
H  4.170  -2.045  4.065  0.120
H  1.673  3.053  6.076  0.084
H  2.975  3.451  4.975  0.084
H  3.276  3.119  6.806  0.100
C  0.450  -2.563  -5.414  -0.094
C  0.111  -3.866  -5.356  -0.133
C  -1.189  -4.284  -5.291  -0.133
N  -2.189  -3.346  -5.311  0.053
C  -1.883  -2.058  -5.345  -0.171
C  -0.562  -1.608  -5.429  -0.071
H  1.512  -2.294  -5.425  0.114
H  0.910  -4.602  -5.301  0.108
H  -1.477  -5.323  -5.304  0.107
H  -2.749  -1.361  -5.297  0.105
H  -0.356  -0.522  -5.407  0.094
C  4.998  -2.783  -0.860  -0.101
C  3.711  -2.354  -0.831  -0.062
C  2.717  -3.314  -1.165  -0.126
N  3.004  -4.623  -1.257  0.064
C  4.283  -5.028  -1.146  -0.145
C  5.340  -4.150  -0.934  -0.064
H  5.880  -2.116  -0.918  0.113
H  3.451  -1.317  -0.679  0.085
H  1.702  -3.010  -1.194  0.073
H  4.443  -6.140  -1.112  0.119
H  6.387  -4.392  -0.901  0.095
C  -1.288  -4.816  -1.866  -0.090
C  -2.082  -5.363  -0.849  -0.057
C  -1.595  -6.490  -0.179  -0.154
N  -0.437  -7.039  -0.505  0.047
C  0.341  -6.446  -1.382  -0.178
C  -0.018  -5.291  -2.076  -0.098
H  -1.567  -3.838  -2.287  0.097
H  -2.952  -4.826  -0.556  0.060
H  -2.186  -6.846  0.682  0.109
H  1.297  -6.896  -1.543  0.085
H  0.622  -4.800  -2.848  0.093
C  -3.924  3.843  -4.084  -0.063
C  -2.971  4.025  -5.112  -0.058
C  -2.236  2.931  -5.548  -0.118
N  -2.164  1.806  -4.776  0.056
C  -3.001  1.649  -3.826  -0.188
C  -3.963  2.627  -3.404  -0.033
H  -4.566  4.597  -3.786  0.079
H  -2.795  4.970  -5.651  0.112
H  -1.698  2.991  -6.443  0.086
H  -2.872  0.738  -3.219  0.091
H  -4.740  2.405  -2.680  0.103
C  0.914  0.066  0.781  -0.043
C  0.929  0.303  -0.597  -0.054
C  0.022  -0.376  -1.417  -0.178
N  -0.724  -1.393  -1.050  0.085
C  -0.633  -1.701  0.284  -0.122
C  0.125  -0.990  1.219  -0.057
H  1.429  0.707  1.500  0.095
H  1.426  1.223  -0.937  0.097
H  0.035  -0.246  -2.494  0.100
H  -1.249  -2.589  0.528  0.111
H  0.160  -1.353  2.193  0.071

Atomic forces in eV per Å
-0.9 -1.3 -0.7
1.1 -0.9 0.5
-3.1 0.6 -0.9
1.1 -0.4 0.5
1.3 -0.7 0.2
0.3 1.2 -0.2
0.8 1.6 0.7
0.2 -0.1 -0.2
-0.4 0.3 0.1
0.0 -0.3 -0.5
-0.7 0.0 0.5
0.3 0.0 -0.2
1.4 -0.8 -0.7
-0.2 0.0 -0.7
1.8 -0.9 0.6
-1.2 1.4 0.6
-0.2 -0.6 -0.9
-1.9 -0.3 0.5
-0.1 0.1 0.2
-0.6 0.6 1.4
-0.6 -0.1 -0.2
1.0 -0.7 0.0
-0.2 1.1 -0.2
0.8 0.4 -0.4
-0.8 0.3 -0.5
-0.6 0.3 0.5
1.5 -0.1 -1.8
-0.3 -0.7 0.6
-0.5 0.5 -1.1
-0.3 -0.1 0.9
0.4 -0.8 0.7
0.8 0.3 -0.2
-0.3 0.1 0.3
0.3 -0.4 0.2
-0.8 -0.1 0.2
0.6 0.9 0.1
-0.7 -2.7 0.0
-0.2 1.1 -0.6
0.4 -0.4 -0.2
-0.3 -0.6 0.6
0.2 0.2 -0.6
0.8 0.3 1.9
0.8 1.3 0.2
0.3 0.2 -0.4
-0.2 0.4 0.1
-1.1 -0.4 -0.3
0.1 0.2 -0.5
-0.2 0.2 -0.3
-0.3 0.9 0.9
-0.7 1.1 0.1
1.1 1.1 1.1
-1.2 -2.1 -2.3
0.3 0.1 1.2
1.5 -0.8 -1.0
0.0 -0.1 0.5
0.2 -0.1 -0.7
0.5 -0.5 -0.5
-0.1 0.2 1.0
-0.9 0.4 0.2
-0.4 -0.2 -0.5
-0.1 -0.4 -0.1
0.4 -0.5 -1.6
-0.3 -0.5 -0.2
-0.4 0.3 0.6
1.6 0.0 -0.5
-0.2 1.8 1.2
0.0 0.1 0.8
-0.1 0.0 0.1
-0.5 0.1 -0.1
-0.8 -0.1 0.2
0.0 -0.6 -0.1
0.4 -0.5 -0.3
0.5 -1.8 0.3
0.2 0.5 0.2
-1.1 0.9 2.4
0.2 0.3 -0.2
1.2 -1.2 -3.1
-0.8 -1.6 1.2
-0.7 -0.5 0.8
-0.8 0.0 -0.5
0.8 1.5 -0.8
-0.3 0.5 0.1
0.7 0.2 -0.3
0.2 1.1 -0.4
0.3 2.2 -0.1
0.9 -2.4 0.3
-1.6 2.1 -0.6
0.2 -1.5 0.3
0.0 0.1 0.0
0.1 0.8 0.4
-0.5 0.1 -0.1
-0.1 -0.1 -0.1
-0.1 -0.1 0.2
0.8 -0.4 -0.1
-0.1 -0.7 -0.2
2.5 -0.6 -0.1
-1.5 -0.5 -1.0
2.2 -0.4 1.4
0.1 0.6 -0.4
0.1 -0.8 0.8
-1.3 1.0 -0.6
-0.8 0.0 0.6
-0.1 0.1 -0.1
-1.0 0.0 -0.3
-0.2 1.2 -0.3
0.1 -0.5 0.0
-0.4 1.4 0.9
1.2 -0.3 -0.3
-1.1 1.3 -0.2
0.1 -0.8 1.1
0.0 0.5 -0.7
0.4 -0.2 -1.1
-0.1 -0.6 -0.1
-0.7 -0.1 0.2
0.6 -0.3 -0.5
0.5 -0.2 -0.1
-0.4 -0.6 1.0
1.8 -1.8 -0.1
-0.1 -0.2 -0.7
-1.0 0.2 2.8
1.1 0.4 -3.2
-1.7 0.2 3.1
0.6 -0.2 -1.6
-1.1 1.6 0.4
-0.6 -0.4 0.4
1.1 -0.1 -1.0
-0.2 0.3 -0.3
0.3 0.0 0.1
-0.3 -0.1 -0.6
-0.6 1.6 0.9
1.4 -0.2 -1.0
0.0 -0.4 2.3
-0.8 -0.4 -1.0
-0.2 -0.4 -2.0
0.1 -0.4 -0.3
0.0 -0.7 -0.2
-0.1 0.6 -0.1
0.5 0.6 0.3
-0.1 -0.2 1.6

orbital gap = 9.3 eV
SMILES = COC(=O)OC.COC(=O)OC.COC(=O)OC.COC(=O)OC.COC(=O)OC.COC(=O)OC.COC(=O)OC.c1ccncc1.c1ccncc1.c1ccncc1.c1ccncc1.c1ccncc1
highest occupied orbital energy = -8.87 eV
charge = 0
multiplicity = 1